Here is the molecule C7H14 from the OMol25 dataset. Energies are from wB97M-V/def2-TZVPD.

Atoms and positions in Å:
C (-1.776, 0.798, -0.868)
C (0.565, -0.187, -0.372)
C (0.861, -1.307, -1.357)
C (-0.256, 0.948, -0.983)
C (0.429, -0.582, 1.080)
C (-0.517, 0.080, 2.058)
C (1.664, 0.136, 0.607)
H (0.046, 1.915, -0.565)
H (0.013, 0.989, -2.046)
H (-0.165, -0.069, 3.085)
H (-0.054, -1.698, -1.817)
H (-0.591, 1.161, 1.893)
H (-2.289, 1.406, -1.621)
H (1.509, -0.950, -2.168)
H (2.600, -0.412, 0.533)
H (-1.527, -0.340, 1.986)
H (0.554, -1.649, 1.262)
H (1.374, -2.146, -0.873)
H (-2.146, 1.120, 0.111)
H (-2.082, -0.245, -1.007)
H (1.777, 1.172, 0.922)

Results
* LUMO energy: 1.125 eV
* net charge: 0
* SMILES: CC[C@@]1(C)C[C@H]1C
* energy above the lowest of the compared OMol25 structures with the same formula, charge and spin: 18.6 kcal/mol
* largest force on an atom: 0.21 eV/Å
* energy: -275.0866 Ha

Here are the natural (NBO) charges for atoms 1 to 8, given in e: -0.608 -0.053 -0.594 -0.394 -0.222 -0.607 -0.417 0.203